(1)
62
Properties=species:S:1:pos:R:3:forces:R:3:nbo_charge:R:1 method="wB97M-V/def2-TZVPD" e_above_lowest_ev=2.688 smiles="CCOC(=O)CN(C(=O)CSc1nnc(COc2ccc(OC)cc2)n1CC)c1ccccc1" e_homo_ev=-8.1 mol_weight_g_mol=484.58 gap_ev=8.66
C -1.70625 4.76394 6.22616 0.4 0.0 -0.2 -0.63
C -0.52160 5.52224 5.64609 -0.5 0.2 0.1 -0.08
H -0.00448 6.09816 6.41574 0.0 0.0 -0.1 0.19
H -0.85255 6.18529 4.84063 0.1 0.0 0.2 0.20
O 0.46808 4.62628 5.12856 0.3 -0.1 0.2 -0.51
C 0.27412 4.15780 3.89626 0.2 -0.2 -0.2 0.79
O -0.66179 4.42925 3.19594 -0.1 0.1 0.0 -0.60
C 1.42014 3.23598 3.49951 0.1 0.2 -0.1 -0.32
N 1.14054 2.54320 2.26315 -0.1 0.1 0.6 -0.46
C 1.69353 3.02346 1.12195 0.1 -0.2 -0.3 0.69
O 2.44254 3.97890 1.11811 0.1 0.2 -0.2 -0.61
C 1.38273 2.26169 -0.15210 0.2 -0.2 -0.2 -0.62
H 1.86581 2.77558 -0.98288 -0.1 0.0 0.2 0.26
H 0.31492 2.14637 -0.33159 0.0 0.1 0.0 0.29
S 2.05275 0.56551 -0.08850 0.4 0.2 -0.1 0.27
C 0.59940 -0.32062 -0.42593 -0.2 0.0 0.0 0.19
N -0.58044 0.18720 -0.66619 0.7 0.6 0.0 -0.34
N -1.42337 -0.83696 -0.86472 -0.8 -0.9 -0.2 -0.28
C -0.75595 -1.94894 -0.74336 0.0 0.0 0.0 0.30
N 0.55761 -1.68274 -0.46830 -0.5 0.6 -0.2 -0.37
C 1.65092 -2.59984 -0.27172 0.4 -0.4 0.3 -0.22
C 1.90012 -2.86072 1.20946 0.0 0.0 -0.2 -0.61
H 1.01754 -3.29357 1.67463 -0.1 0.0 0.1 0.21
H 2.14532 -1.93113 1.71644 0.0 0.1 0.1 0.22
H 2.73013 -3.55206 1.32213 0.1 -0.1 0.1 0.22
H 1.40583 -3.52891 -0.79074 0.1 0.2 0.0 0.24
H 2.54199 -2.15763 -0.72702 -0.1 -0.1 -0.1 0.22
C -1.32785 -3.31882 -0.88136 -0.1 0.0 0.2 -0.11
O -0.63486 -4.12532 -1.80733 0.1 -0.2 -0.2 -0.52
C -0.71763 -3.81320 -3.14580 0.0 0.0 -0.2 0.33
C -0.03117 -4.67291 -4.00356 -0.1 0.1 0.1 -0.26
C -0.04599 -4.45973 -5.36178 -0.1 0.1 -0.1 -0.23
C -0.74686 -3.37937 -5.90277 0.0 0.0 0.1 0.28
C -1.42582 -2.52489 -5.04651 0.1 0.0 -0.5 -0.28
C -1.41223 -2.73853 -3.67486 0.0 -0.2 0.4 -0.31
H -1.94247 -2.04556 -3.04149 0.0 0.1 0.1 0.24
H -1.97527 -1.67709 -5.42307 0.0 0.1 -0.1 0.22
O -0.69793 -3.25735 -7.26090 0.1 -0.2 0.1 -0.50
C -1.38606 -2.18762 -7.86102 -0.1 0.1 -0.1 -0.25
H -2.46200 -2.24022 -7.66474 0.0 0.0 0.0 0.17
H -1.21073 -2.28806 -8.93101 0.0 0.1 0.1 0.20
H -1.00196 -1.22023 -7.52126 0.0 0.0 0.0 0.18
H 0.48047 -5.11960 -6.03239 0.1 -0.1 -0.1 0.22
H 0.50588 -5.50676 -3.57981 0.1 -0.1 0.0 0.22
H -1.24168 -3.85458 0.07060 -0.1 0.0 -0.1 0.21
H -2.38872 -3.22302 -1.13993 0.1 0.0 0.1 0.21
C 0.17505 1.49926 2.32675 -0.3 -0.2 0.0 0.11
C -1.11084 1.68967 1.83981 0.1 0.0 0.2 -0.14
C -2.03832 0.66739 1.93405 0.0 -0.1 0.1 -0.20
C -1.68895 -0.53968 2.51403 -0.1 0.0 0.0 -0.21
C -0.41022 -0.72349 3.01336 0.1 0.0 0.1 -0.22
C 0.52258 0.29390 2.92405 -0.1 0.0 0.0 -0.23
H 1.52553 0.15548 3.30250 0.1 0.0 0.0 0.22
H -0.13657 -1.66085 3.47576 0.0 -0.1 0.0 0.21
H -2.41305 -1.33832 2.57661 -0.1 -0.1 0.0 0.21
H -3.03260 0.81160 1.54267 -0.1 0.0 -0.1 0.22
H -1.37880 2.63911 1.40437 0.0 0.1 0.0 0.23
H 2.31166 3.85268 3.34044 -0.1 -0.1 0.1 0.27
H 1.60801 2.52736 4.30976 0.0 0.1 -0.1 0.23
H -2.41033 5.46748 6.66072 -0.1 0.1 0.1 0.22
H -2.20807 4.20227 5.44198 -0.1 0.0 0.0 0.22
H -1.37136 4.07398 6.99701 0.0 0.0 0.1 0.21

=====

(2)
58
Properties=species:S:1:pos:R:3:forces:R:3:nbo_charge:R:1 method="wB97M-V/def2-TZVPD" e_above_lowest_ev=0.203 smiles="C[C@H]1C/C(=N/NC(=O)c2ccc(CSc3nc4ccccc4[nH]3)cc2)CC(C)(C)C1" e_homo_ev=-8.1 mol_weight_g_mol=420.58 gap_ev=8.62
C -7.74932 -1.26981 -1.57255 0.3 0.0 0.0 -0.60
H -8.51732 -0.99130 -0.85358 -0.1 0.0 0.1 0.20
H -7.86842 -0.65109 -2.45853 -0.1 0.1 -0.1 0.21
H -7.90516 -2.30854 -1.85530 -0.1 -0.1 0.0 0.21
C -6.35890 -1.08068 -0.97356 -0.4 0.0 0.2 -0.21
C -6.18425 -1.95677 0.26842 0.3 0.1 -0.2 -0.40
H -6.30374 -3.00606 -0.01090 0.0 -0.1 0.0 0.21
H -6.97963 -1.71412 0.97866 -0.1 0.0 0.1 0.20
C -4.83047 -1.77696 0.97109 0.0 -0.2 0.2 -0.02
C -4.83208 -2.58366 2.27276 0.0 0.2 -0.2 -0.60
H -4.95709 -3.64304 2.06052 0.0 -0.1 0.0 0.21
H -3.89436 -2.45199 2.80906 0.1 0.0 0.1 0.21
H -5.64464 -2.26754 2.92362 -0.1 0.0 0.1 0.21
C -3.67767 -2.26222 0.08815 -0.2 0.1 0.1 -0.62
H -2.74079 -2.23679 0.64261 0.1 0.0 0.1 0.21
H -3.56655 -1.63787 -0.79502 0.1 0.0 -0.1 0.22
H -3.85060 -3.28669 -0.23356 0.0 -0.1 -0.1 0.21
C -4.63342 -0.28338 1.29675 0.2 0.0 -0.1 -0.48
C -4.78802 0.53482 0.04352 0.0 0.0 0.4 0.26
N -3.92892 1.25133 -0.55005 -0.2 0.4 -0.8 -0.23
N -2.66414 1.40057 -0.10430 0.1 -0.7 1.0 -0.46
C -1.77998 2.22802 -0.74441 -0.1 0.1 -0.2 0.64
O -2.06758 2.92111 -1.69204 0.1 0.1 0.0 -0.57
C -0.41442 2.20110 -0.13748 0.3 0.0 0.0 -0.07
C 0.15487 1.04421 0.38746 -0.1 0.2 -0.1 -0.22
C 1.43278 1.07158 0.91340 0.0 0.0 0.1 -0.20
C 2.16399 2.25421 0.92695 -0.2 -0.1 0.0 -0.03
C 1.60401 3.40501 0.38146 0.0 -0.1 0.0 -0.21
C 0.33032 3.37708 -0.14996 -0.1 0.0 0.0 -0.18
H -0.10965 4.26195 -0.58400 0.0 0.1 -0.1 0.23
H 2.17547 4.32191 0.36821 0.0 0.1 0.0 0.21
C 3.55247 2.27124 1.47196 0.3 -0.2 -0.3 -0.52
H 3.73103 1.45442 2.16806 0.0 0.1 0.1 0.26
H 3.80403 3.23173 1.91972 0.0 -0.1 0.0 0.24
S 4.77960 2.04871 0.12212 0.1 0.4 0.1 0.26
C 4.73762 0.31909 -0.01667 -0.1 0.0 0.2 0.23
N 4.12624 -0.49623 0.79326 0.0 0.4 0.2 -0.52
C 4.37918 -1.75326 0.29934 0.4 -0.2 -0.6 0.09
C 3.96856 -2.99621 0.76350 0.1 0.1 -0.1 -0.21
C 4.37983 -4.10851 0.05756 -0.1 -0.2 0.1 -0.23
C 5.17809 -4.00231 -1.08131 0.1 0.0 -0.1 -0.21
C 5.59692 -2.77521 -1.56008 0.1 0.1 -0.1 -0.26
C 5.18699 -1.65657 -0.85802 -0.3 -0.5 0.4 0.15
N 5.39909 -0.30936 -1.03401 0.0 0.2 0.0 -0.56
H 5.93177 0.13888 -1.75958 -0.1 0.0 0.0 0.42
H 6.21456 -2.69276 -2.44160 0.1 0.0 -0.1 0.21
H 5.47528 -4.90094 -1.60075 0.0 -0.1 0.0 0.21
H 4.07809 -5.08978 0.39276 0.0 -0.1 0.0 0.21
H 3.35349 -3.07822 1.64526 -0.1 0.0 0.1 0.22
H 1.88358 0.17062 1.30142 0.0 0.0 0.0 0.24
H -0.37988 0.10510 0.35648 -0.1 -0.1 0.0 0.21
H -2.35514 0.91752 0.73739 -0.1 0.2 -0.3 0.37
C -6.12611 0.39259 -0.60945 0.1 -0.2 -0.2 -0.43
H -6.16005 1.01797 -1.50044 0.0 0.1 0.0 0.24
H -6.90876 0.71737 0.08115 -0.1 0.0 0.1 0.20
H -3.66246 -0.13995 1.77707 0.0 0.0 0.1 0.20
H -5.40192 0.03050 2.00812 0.0 0.0 0.1 0.23
H -5.61876 -1.36908 -1.72574 0.0 0.0 0.0 0.20

=====

(3)
59
Properties=species:S:1:pos:R:3:forces:R:3:nbo_charge:R:1 method="wB97M-V/def2-TZVPD" s_squared=6.057 multiplicity=5 e_homo_ev="-21.0 / -20.9" mol_weight_g_mol=501.60 total_charge=+4 gap_ev="7.48 / 3.97"
Ru 0.79143 -0.24637 0.24223 -0.3 0.1 0.7 1.32
C 0.88057 -3.68769 -0.48803 0.3 0.5 1.3 -0.71
C 2.08712 -2.91428 -0.96702 0.5 2.2 2.3 0.39
C 3.14833 -3.49546 -1.67029 -0.4 -0.9 -0.7 -0.14
C 4.16043 -2.81222 -2.22658 2.7 2.0 -0.6 -0.11
C 4.35804 -1.44826 -1.76685 1.2 -2.8 -3.5 -0.05
C 3.52801 -0.97044 -0.82028 -3.6 2.1 2.7 0.23
N 2.33815 -1.62320 -0.51407 -1.4 -1.4 -0.5 -0.54
C 3.60603 0.32315 -0.12062 -3.0 -1.3 0.6 0.16
C 4.66411 1.11771 -0.07699 3.8 4.3 1.0 -0.04
C 4.65865 2.32818 0.81776 -0.5 -1.4 -0.8 -0.09
C 3.50858 2.62005 1.54137 1.5 1.0 0.1 -0.14
C 2.36113 1.81089 1.35221 0.5 1.3 0.7 0.29
N 2.46253 0.73495 0.63534 1.0 -2.7 -2.1 -0.47
C 1.06943 2.03551 1.99772 0.9 1.2 1.4 0.12
C 0.73420 3.11549 2.83310 1.9 0.1 -1.7 -0.14
C -0.43939 3.00345 3.54333 -0.5 1.9 1.3 -0.10
C -1.18620 1.86340 3.60368 -0.7 0.7 -0.3 -0.16
C -0.79848 0.88787 2.72808 0.1 -1.6 -0.7 0.29
C -1.51813 -0.36537 2.63923 -1.2 -2.0 -0.2 -0.67
N 0.27404 0.96969 1.94226 -0.4 -0.8 -1.1 -0.47
H 0.10982 -3.96078 -1.17275 -0.1 -0.2 -1.4 0.30
H 0.28827 -3.08805 0.22506 0.6 -0.1 0.1 0.23
H 1.13571 -4.66810 -0.01246 0.3 0.8 -0.3 0.33
H 3.07621 -4.50853 -1.88052 -0.3 -1.9 -0.4 0.27
H 4.92275 -3.25121 -2.98657 -1.6 0.7 1.5 0.33
H 4.99493 -0.87117 -2.42086 0.6 0.5 0.7 0.29
H 5.59270 0.97180 -0.67254 -0.8 -0.1 0.5 0.29
H 5.56343 2.96058 0.90030 -0.6 -0.6 -0.1 0.31
H 3.50763 3.46515 2.27566 0.0 -0.8 -0.9 0.29
H 1.38015 4.04462 2.83206 -1.0 -1.2 0.2 0.28
H -0.73909 3.89990 4.06547 -0.2 0.0 0.4 0.28
H -2.15603 1.74355 4.11021 0.8 0.3 0.1 0.29
H -1.26372 -1.04395 3.47340 0.0 0.3 -0.2 0.30
H -1.28752 -0.89956 1.70794 0.0 0.0 0.2 0.19
H -2.61120 -0.29069 2.66391 0.2 0.3 0.1 0.27
C -4.40055 1.37905 0.01946 -2.2 0.8 0.5 -0.46
C -3.23596 2.28913 -0.02218 0.7 2.4 -1.9 -0.24
N -1.98594 1.58225 -0.12305 0.0 -3.9 -1.2 -0.58
C -2.00411 0.41286 -0.89548 3.8 1.3 3.1 0.66
N -0.73358 -0.25781 -0.97366 -1.4 0.2 -1.9 -0.61
C -0.64342 -1.21328 -2.17485 1.3 0.8 0.5 -0.21
C -1.83398 -2.12910 -2.15401 0.9 -0.6 1.3 -0.46
C -3.09540 -1.37172 -2.07716 -2.9 0.0 -0.2 -0.21
N -3.04072 -0.14063 -1.32246 -2.0 -0.2 -0.5 -0.31
C -4.35017 0.55718 -1.26377 0.3 0.7 -0.3 -0.22
H -5.35914 1.99699 -0.02337 1.3 -0.7 0.1 0.30
H -4.43567 0.91252 1.01945 -0.1 -0.7 -0.8 0.24
H -3.11859 3.04767 0.72396 -0.4 0.1 0.9 0.24
H -3.26947 2.87231 -0.95889 -0.5 0.1 0.3 0.21
H -1.12819 2.03624 -0.32052 0.5 1.2 0.1 0.40
H 0.29159 -1.71973 -1.87280 -0.7 -0.3 -1.0 0.19
H -0.49495 -0.83766 -3.24816 -0.2 0.6 1.8 0.26
H -1.75010 -2.75352 -1.25175 -0.1 -0.4 -0.6 0.22
H -1.73560 -2.62891 -3.10325 -0.5 -1.0 0.0 0.28
H -4.07481 -1.85739 -1.65342 2.2 0.0 -1.0 0.27
H -3.33115 -0.99059 -3.05817 -0.5 -0.3 -0.7 0.24
H -5.11134 -0.19110 -1.46303 -0.2 0.1 0.5 0.26
H -4.36133 1.25465 -2.13674 -0.2 -0.5 0.6 0.25